{
  "formula": "C19H43OP3STi",
  "method": "wB97M-V/def2-TZVPD",
  "symbols": ["Ti", "P", "P", "P", "H", "C", "C", "H", "C", "C", "C", "C", "C", "C", "C", "C", "C", "H", "H", "H", "H", "H", "H", "H", "H", "H", "H", "H", "H", "H", "H", "H", "H", "H", "H", "H", "H", "H", "H", "H", "H", "H", "H", "H", "H", "H", "C", "C", "C", "C", "C", "C", "O", "H", "H", "H", "H", "H", "H", "C", "S", "C", "H", "H", "H", "H", "H", "H"],
  "coordinates": [[-0.410, 0.003, -1.704], [1.400, 0.641, 0.011], [-1.487, 2.257, -0.935], [1.548, -1.223, -2.743], [0.230, -3.588, 2.049], [1.148, -2.985, 1.992], [1.377, -2.095, 3.056], [0.641, -1.998, 3.856], [0.765, 0.937, 1.705], [2.156, 2.250, -0.431], [2.898, -0.321, 0.459], [-3.232, 2.179, -1.477], [-1.666, 3.131, 0.659], [-0.847, 3.581, -2.028], [1.992, -2.788, -1.906], [3.118, -0.338, -3.085], [1.115, -1.797, -4.417], [1.984, -3.517, 1.516], [2.339, -1.596, 3.200], [0.893, 0.018, 2.297], [-0.298, 1.204, 1.706], [1.339, 1.753, 2.170], [1.490, 3.084, -0.180], [2.378, 2.279, -1.506], [3.095, 2.353, 0.128], [2.645, -1.034, 1.253], [3.657, 0.379, 0.834], [3.313, -0.879, -0.387], [-3.306, 2.030, -2.563], [-3.712, 3.130, -1.206], [-3.743, 1.353, -0.965], [-2.283, 4.029, 0.513], [-0.688, 3.433, 1.051], [-2.164, 2.479, 1.388], [-1.414, 4.504, -1.842], [-0.956, 3.294, -3.082], [0.214, 3.754, -1.819], [3.066, -2.991, -2.022], [1.411, -3.598, -2.368], [1.735, -2.752, -0.839], [3.697, -0.913, -3.822], [3.723, -0.180, -2.185], [2.876, 0.644, -3.515], [2.002, -2.253, -4.879], [0.778, -0.956, -5.037], [0.305, -2.537, -4.364], [-1.772, 0.366, -4.400], [-1.859, 1.520, -5.199], [-2.747, 1.537, -6.272], [-3.477, 0.390, -6.598], [-3.323, -0.783, -5.855], [-2.460, -0.811, -4.759], [-1.060, 0.407, -3.245], [0.666, -1.981, 0.796], [-1.242, 2.382, -4.944], [-2.866, 2.455, -6.850], [-4.177, 0.413, -7.434], [-3.877, -1.684, -6.123], [-2.311, -1.714, -4.158], [-2.197, -1.302, 1.130], [-1.725, -1.736, -0.589], [-3.393, -1.837, -1.340], [-1.447, -1.717, 1.811], [-3.169, -1.769, 1.319], [-2.269, -0.214, 1.251], [-4.092, -2.095, -0.538], [-3.672, -0.887, -1.807], [-3.366, -2.633, -2.090]],
  "homo_energy_ev": [-19.41, -19.41],
  "max_force_ev_per_a": 3.99,
  "e_tot_ha": -3095.08097,
  "charge": 4
}


{
  "formula": "C19H44CeCl2O2Si4Te",
  "method": "wB97M-V/def2-TZVPD",
  "symbols": ["C", "C", "C", "C", "C", "C", "C", "C", "C", "C", "Ce", "Cl", "Cl", "O", "H", "H", "H", "H", "H", "H", "H", "H", "H", "H", "H", "H", "H", "H", "H", "H", "O", "H", "C", "Si", "C", "C", "Si", "Te", "Si", "C", "C", "C", "Si", "C", "C", "C", "H", "H", "H", "H", "H", "H", "H", "H", "H", "H", "H", "H", "H", "H", "H", "H", "H", "H", "H", "H", "H", "H", "H", "H", "H", "H", "H"],
  "coordinates": [[0.223, -1.372, -4.758], [1.081, -0.242, -5.021], [0.270, 0.949, -4.936], [2.559, -0.271, -5.212], [-1.076, 0.534, -4.618], [-1.100, -0.885, -4.556], [-2.329, -1.722, -4.426], [0.646, -2.796, -4.845], [0.786, 2.347, -4.992], [-2.258, 1.436, -4.529], [0.965, 0.355, -2.554], [2.936, 1.653, -1.971], [1.237, -1.942, -1.410], [-0.710, 1.186, -1.669], [2.948, -1.298, -5.170], [3.105, 0.349, -4.465], [2.812, 0.141, -6.201], [1.646, 2.523, -4.307], [-0.001, 3.080, -4.754], [1.153, 2.557, -6.006], [-2.001, 2.404, -4.083], [-3.057, 0.987, -3.930], [-2.675, 1.647, -5.529], [-3.062, -1.261, -3.755], [-2.100, -2.705, -4.005], [-2.823, -1.888, -5.397], [1.610, -2.960, -4.348], [0.764, -3.115, -5.892], [-0.095, -3.458, -4.379], [-1.567, 1.629, -1.578], [-2.891, -2.522, -1.158], [-1.988, -2.805, -1.456], [-3.050, -0.055, 1.336], [-1.823, -0.895, 2.485], [-2.421, -0.940, 4.267], [-1.431, -2.634, 1.895], [0.202, 0.309, 2.510], [0.493, 2.183, 1.000], [0.091, 2.481, 3.650], [0.029, 1.646, 5.378], [1.571, 3.653, 3.764], [-1.531, 3.449, 3.555], [2.120, -0.979, 2.952], [2.033, -1.452, 4.775], [2.194, -2.563, 1.949], [3.604, 0.097, 2.533], [-4.040, -0.511, 1.484], [-2.751, -0.230, 0.294], [-3.140, 1.026, 1.511], [-3.313, -1.579, 4.308], [-1.670, -1.371, 4.940], [-2.695, 0.054, 4.637], [-0.865, -2.601, 0.951], [-0.829, -3.193, 2.621], [-2.381, -3.166, 1.722], [0.996, 1.212, 5.668], [-0.205, 2.441, 6.102], [-0.738, 0.867, 5.485], [1.912, 4.060, 2.806], [1.279, 4.499, 4.404], [2.427, 3.155, 4.244], [-1.730, 3.885, 2.569], [-2.391, 2.822, 3.830], [-1.474, 4.271, 4.283], [1.072, -1.924, 5.027], [2.830, -2.186, 4.961], [2.188, -0.597, 5.445], [2.328, -2.348, 0.881], [3.051, -3.164, 2.290], [1.290, -3.174, 2.052], [3.566, 0.457, 1.495], [3.677, 0.972, 3.194], [4.514, -0.510, 2.657]],
  "homo_energy_ev": 0.05,
  "max_force_ev_per_a": 4.27,
  "e_tot_ha": -3722.48318,
  "charge": -2
}


{
  "formula": "C19H44CeClNP2S",
  "method": "wB97M-V/def2-TZVPD",
  "symbols": ["Ce", "Cl", "P", "C", "C", "C", "C", "H", "C", "H", "H", "H", "H", "H", "H", "H", "C", "C", "H", "H", "H", "H", "H", "H", "C", "H", "C", "H", "H", "H", "H", "H", "H", "H", "H", "P", "C", "C", "C", "C", "H", "C", "H", "H", "H", "H", "H", "H", "H", "C", "C", "H", "H", "H", "H", "H", "H", "C", "H", "C", "H", "H", "H", "H", "H", "H", "S", "C", "N"],
  "coordinates": [[0.002, -0.004, -0.018], [-0.060, 0.037, -2.549], [-0.360, -2.459, -0.235], [0.685, -3.142, -1.591], [-0.074, -3.480, 1.231], [-2.094, -2.598, -0.859], [2.082, -2.533, -1.751], [0.114, -2.871, -2.495], [0.796, -4.653, -1.504], [1.564, -4.962, -0.782], [1.112, -5.039, -2.487], [-0.138, -5.155, -1.245], [2.049, -1.594, -2.315], [2.713, -3.235, -2.310], [2.569, -2.342, -0.787], [-2.022, -2.052, -1.817], [-3.159, -1.895, -0.016], [-2.499, -4.034, -1.147], [-2.034, -4.423, -2.057], [-3.589, -4.073, -1.301], [-2.267, -4.703, -0.313], [-2.741, -1.129, 0.653], [-3.726, -2.607, 0.598], [-3.874, -1.393, -0.684], [1.343, -3.290, 1.778], [-0.154, -4.485, 0.820], [-1.118, -3.335, 2.337], [2.106, -3.692, 1.102], [1.435, -3.820, 2.734], [1.570, -2.229, 1.959], [-1.330, -2.289, 2.584], [-0.738, -3.819, 3.248], [-2.057, -3.834, 2.071], [1.618, -0.262, -0.418], [-1.631, 0.279, -0.343], [0.350, 2.468, -0.184], [-0.831, 3.199, -1.394], [0.234, 3.432, 1.341], [2.009, 2.622, -0.986], [-2.234, 2.590, -1.439], [-0.353, 2.972, -2.363], [-0.935, 4.705, -1.231], [-1.617, 4.978, -0.415], [-1.359, 5.130, -2.155], [0.022, 5.203, -1.058], [-2.244, 1.636, -1.980], [-2.902, 3.279, -1.971], [-2.653, 2.426, -0.438], [1.826, 2.120, -1.953], [3.151, 1.873, -0.295], [2.399, 4.066, -1.253], [1.824, 4.509, -2.069], [3.459, 4.097, -1.552], [2.298, 4.693, -0.361], [2.802, 1.162, 0.467], [3.855, 2.566, 0.186], [3.714, 1.301, -1.048], [-1.130, 3.247, 2.016], [0.296, 4.451, 0.964], [1.375, 3.223, 2.334], [-1.911, 3.850, 1.537], [-1.063, 3.561, 3.064], [-1.453, 2.197, 2.000], [1.492, 2.173, 2.628], [1.157, 3.798, 3.246], [2.327, 3.589, 1.936], [0.000, 0.000, 4.853], [0.000, 0.000, 3.345], [0.000, -0.001, 2.137]],
  "homo_energy_ev": [-7.16, -7.16],
  "max_force_ev_per_a": 5.09,
  "e_tot_ha": -2821.09796
}